[1]
Formula: C16H14F5MnOS
Source: the Open Molecules 2025 dataset
Level of theory: ωB97M-V/def2-TZVPD

```
38
C16H14F5MnOS ωB97M-V/def2-TZVPD
Mn 0.055 0.464 -0.051
S -1.528 1.819 -0.485
F -3.138 -0.335 3.828
F -3.972 3.513 0.085
F -1.419 -0.076 1.745
F -5.289 1.337 4.020
F -5.681 3.253 2.148
O 0.745 -0.362 -2.512
C 0.637 0.739 -1.840
C -4.442 1.459 3.011
C -2.496 0.763 1.846
C 1.057 -1.453 1.896
C 1.655 -1.713 0.653
C 1.001 -0.479 -3.936
C 0.827 2.036 -2.542
C 2.395 -0.735 0.005
C -3.352 0.606 2.914
C 2.449 0.581 0.501
C -3.755 2.566 0.991
C -4.641 2.440 2.049
C 1.125 -0.177 2.417
C 3.284 1.640 -0.157
C 1.749 0.848 1.686
C -2.658 1.723 0.866
H 0.039 -0.508 -4.441
H 1.576 2.034 -3.331
H 1.766 1.848 2.102
H 1.606 0.337 -4.315
H -0.139 2.295 -2.993
H 0.651 0.058 3.359
H 2.873 2.635 0.005
H 1.053 2.820 -1.823
H 1.520 -1.423 -4.058
H 4.288 1.625 0.270
H 0.534 -2.238 2.423
H 1.589 -2.703 0.223
H 3.386 1.471 -1.229
H 2.900 -0.972 -0.922
```

Output
- Lowest unoccupied orbital energy (spin up / spin down): -0.13126 / -0.14449 Ha
- Energy relative to the best compared isomer or geometry (same formula, charge and spin): 82.95 kJ/mol
- Gap between HOMO and LUMO (spin up / spin down): 0.296 / 0.280 Ha
- Charge: +1
- 2S+1: 2

[2]
Formula: C16H14F6N11O7S2Ta
Source: the Open Molecules 2025 dataset
Level of theory: ωB97M-V/def2-TZVPD

```
57
C16H14F6N11O7S2Ta ωB97M-V/def2-TZVPD
Ta -0.105 -0.360 -1.042
S 0.240 -0.302 -4.174
S 0.692 -2.575 -2.812
F 1.465 -4.932 -3.719
F -2.186 -0.778 -3.433
F -0.615 -4.839 -3.110
F 0.960 -4.750 -1.621
F -1.648 1.311 -3.306
F -2.219 0.459 -5.202
O -1.966 -0.108 -0.708
O 0.158 1.185 6.117
O -0.247 3.297 5.823
O 0.600 0.139 -2.722
O 2.002 -2.169 -2.433
O -0.275 -2.196 -1.658
O 0.885 0.371 -5.208
N -0.274 -0.522 1.223
N -3.741 1.306 -0.780
N 0.152 -1.856 -4.101
N 2.170 -1.601 0.283
N -0.053 2.173 5.451
N 0.127 1.728 -0.218
N 1.937 -0.447 -0.374
N 4.114 -2.710 0.836
N 4.103 -0.728 -0.317
N 3.455 -1.723 0.277
N -4.034 -0.913 -0.249
C 3.144 0.057 -0.723
C 0.395 4.231 1.016
C 0.058 1.841 1.147
C -3.265 0.097 -0.579
C 0.481 4.102 -0.354
C -0.552 -1.686 3.286
C -0.198 0.702 3.321
C 0.200 3.074 1.799
C -0.038 1.989 3.946
C 0.361 2.844 -0.928
C 0.139 3.114 3.222
C -0.143 0.650 1.913
C -1.597 0.222 -4.121
C -0.457 -1.655 1.902
C 0.614 -4.495 -2.867
C -0.418 -0.519 4.005
H -3.667 -1.847 -0.147
H 5.122 -2.699 0.747
H -0.718 -2.625 3.797
H -3.149 2.082 -1.028
H 0.642 4.965 -0.986
H -0.472 -0.532 5.082
H 0.460 2.720 -2.000
H -0.538 -2.566 1.320
H 0.484 5.199 1.497
H -4.730 1.512 -0.699
H 3.629 -3.487 1.255
H -5.036 -0.806 -0.142
H 3.323 0.986 -1.242
H 0.233 4.064 3.736
```

Output
- Lowest unoccupied orbital energy: -0.53255 Ha
- Energy relative to the best compared isomer or geometry (same formula, charge and spin): 135.80 kJ/mol
- Gap between HOMO and LUMO: 0.224 Ha
- Charge: +4

[3]
Formula: C16H14FMoN2O5S3
Source: the Open Molecules 2025 dataset
Level of theory: ωB97M-V/def2-TZVPD

```
42
C16H14FMoN2O5S3 ωB97M-V/def2-TZVPD
Mo 0.085 -0.015 -2.667
S 1.944 -0.584 -1.424
S 1.775 -3.418 -0.257
S -1.356 0.841 -4.817
F -0.130 -1.805 -3.064
O -0.342 1.623 -1.986
O 0.285 0.592 -4.380
O -1.551 2.239 -4.707
O -1.587 0.136 -6.012
O -1.805 0.086 -3.557
N -0.800 -0.600 -0.828
N -0.241 -1.780 -0.358
C 2.627 -2.736 2.932
C -1.954 -0.561 1.300
C 3.142 -0.670 1.822
C 2.324 -2.038 4.089
C -1.431 2.141 -1.354
C -1.610 0.032 -0.025
C 2.424 -0.652 4.115
C -2.107 1.347 -0.411
C 2.838 0.032 2.982
C 3.035 -2.055 1.788
C -3.678 3.165 -0.150
C -1.836 3.417 -1.691
C 3.310 -2.799 0.516
C 1.014 -1.899 -0.622
C -3.243 1.897 0.193
C -2.974 3.922 -1.081
H 2.545 -3.816 2.916
H -3.808 1.318 0.909
H 2.197 -0.110 5.023
H -4.569 3.567 0.310
H -3.322 4.910 -1.346
H -2.413 0.170 1.955
H 2.016 -2.575 4.975
H 3.498 -0.133 0.949
H 3.860 -2.189 -0.202
H -2.637 -1.401 1.144
H -1.063 -0.967 1.776
H 2.946 1.108 3.005
H -1.288 3.973 -2.436
H 3.881 -3.714 0.675
```

Output
- Lowest unoccupied orbital energy: -0.25987 Ha
- Energy relative to the best compared isomer or geometry (same formula, charge and spin): 87.84 kJ/mol
- Gap between HOMO and LUMO: 0.183 Ha
- Charge: +1

[4]
Formula: C16H14N2O3
Source: the Open Molecules 2025 dataset
Level of theory: ωB97M-V/def2-TZVPD

```
35
C16H14N2O3 ωB97M-V/def2-TZVPD
O -1.578 3.619 0.644
O -1.266 -0.808 -0.508
O 3.666 -2.096 -0.627
N -5.949 0.920 -0.130
N -1.771 1.312 0.342
C 0.310 2.280 -0.064
C 0.409 0.938 -0.391
C -5.304 1.999 -0.569
C 2.065 -3.657 0.187
C 1.405 3.119 -0.126
C -1.087 2.563 0.343
C -0.926 0.309 -0.225
C 2.710 1.199 -0.846
C -5.214 -0.015 0.465
C -3.839 0.074 0.656
C 4.534 -3.698 0.899
C -3.934 2.197 -0.442
C 3.444 -3.053 0.080
C 1.601 0.368 -0.788
C 2.610 2.557 -0.526
C -3.183 1.207 0.185
H 4.273 -3.664 1.959
H 1.366 -3.112 -0.442
H 1.324 4.168 0.126
H 4.644 -4.746 0.614
H -5.902 2.764 -1.056
H -3.480 3.106 -0.812
H -5.739 -0.894 0.824
H -3.297 -0.723 1.145
H 1.665 -0.684 -1.032
H 5.474 -3.177 0.739
H 2.092 -4.703 -0.122
H 1.723 -3.623 1.223
H 3.662 0.774 -1.139
H 3.492 3.182 -0.587
```

Output
- Lowest unoccupied orbital energy: -0.01544 Ha
- Energy relative to the best compared isomer or geometry (same formula, charge and spin): 36.28 kJ/mol
- Gap between HOMO and LUMO: 0.338 Ha
- SMILES: O=C1c2ccccc2C(=O)N1c1ccncc1.CC(C)=O
- Charge: 0

[5]
Formula: C16H14NO3P
Source: the Open Molecules 2025 dataset
Level of theory: ωB97M-V/def2-TZVPD

```
35
C16H14NO3P ωB97M-V/def2-TZVPD
P -2.225 1.200 1.093
O -2.991 -1.841 1.159
O 0.629 2.208 1.266
O 3.411 -1.572 0.853
N -1.280 -4.056 0.883
C -2.408 2.078 -0.518
C -1.166 -0.291 0.917
C 2.053 2.339 -1.390
C -0.813 -2.689 0.853
C 2.517 -0.937 0.326
C -3.866 0.822 1.861
C 3.855 1.200 -2.463
C 0.538 -2.460 0.664
C 1.925 1.282 -0.522
C 0.192 -0.114 0.703
C 3.014 2.285 -2.369
C 1.053 -1.203 0.581
C -1.647 -1.606 0.982
C 2.761 0.196 -0.644
C 3.736 0.130 -1.606
C 0.869 1.249 0.562
H -4.685 0.675 1.150
H 3.149 3.078 -3.097
H 1.213 -3.310 0.577
H -3.091 2.924 -0.406
H -4.092 1.657 2.529
H -0.745 -4.540 1.599
H -0.958 -4.475 0.013
H -3.440 -1.787 0.308
H 4.382 -0.735 -1.705
H -3.726 -0.043 2.510
H -2.724 1.441 -1.354
H 1.374 3.182 -1.306
H -1.437 2.516 -0.776
H 4.622 1.197 -3.230
```

Output
- Lowest unoccupied orbital energy: -0.01354 Ha
- Energy relative to the best compared isomer or geometry (same formula, charge and spin): 38.00 kJ/mol
- Gap between HOMO and LUMO: 0.257 Ha
- SMILES: CP(C)c1c(O)c(N)cc2c1C(=O)c1ccccc1C2=O
- Charge: 0

[6]
Formula: C16H15BCl24NO6P
Source: the Open Molecules 2025 dataset
Level of theory: ωB97M-V/def2-TZVPD

```
64
C16H15BCl24NO6P ωB97M-V/def2-TZVPD
Cl 4.382 1.243 -1.299
Cl 5.156 2.687 -3.656
Cl 7.166 1.368 -2.047
Cl -4.399 -1.852 -4.571
Cl 6.035 4.151 3.747
Cl 0.370 1.406 -6.728
Cl -4.379 -2.810 5.994
Cl 2.427 3.383 -7.163
Cl -7.101 -2.701 6.944
Cl 5.854 4.783 0.935
Cl -6.559 -2.614 4.113
Cl 0.668 3.607 -4.886
Cl -2.703 0.418 -5.124
Cl -1.568 -2.230 -4.968
Cl -8.356 0.971 -2.142
Cl -6.605 2.150 -0.181
Cl 7.466 2.557 1.813
Cl 2.662 1.528 -4.971
Cl -5.505 0.610 -2.351
Cl 4.592 2.400 1.961
Cl -5.885 -0.359 5.784
Cl -2.523 -0.943 -2.574
Cl 5.313 -0.195 -3.615
Cl -6.668 3.196 -2.867
P -3.741 -0.617 1.567
O 2.700 0.404 2.009
O -0.189 -3.097 -1.151
O 1.790 -1.123 -0.732
O -4.205 0.749 0.881
O -4.702 -1.785 1.037
O -0.861 -0.270 2.959
N -3.778 -0.562 3.112
C 5.986 3.474 2.115
C -6.783 1.732 -1.885
C -5.977 -2.121 5.707
C 1.532 2.478 -5.936
C -1.831 -1.770 -0.093
C -0.868 -0.530 1.782
C 4.383 -2.336 1.427
C 0.875 2.178 1.689
C 2.599 -2.302 -0.403
C -2.800 -1.151 -4.320
C 0.414 -0.387 1.024
C 4.032 -1.938 -0.019
C -0.439 -2.118 -0.501
C 0.614 -1.169 -0.042
C 5.509 1.279 -2.653
C -2.065 -1.031 1.002
B 1.413 0.698 1.589
H 1.656 2.872 1.993
H 4.648 -3.392 1.490
H 4.699 -2.533 -0.651
H 0.074 2.162 2.436
H 2.763 0.551 2.962
H -4.294 1.416 1.573
H 0.401 2.472 0.749
H 2.542 -3.002 -1.235
H -4.067 0.330 3.491
H 4.261 -0.893 -0.218
H 2.141 -2.791 0.461
H 3.545 -2.175 2.106
H 5.212 -1.710 1.759
H -4.373 -2.601 1.447
H -2.655 -2.146 -0.675
```

Output
- Lowest unoccupied orbital energy: -0.05842 Ha
- Energy relative to the best compared isomer or geometry (same formula, charge and spin): 0.00 kJ/mol
- Gap between HOMO and LUMO: 0.271 Ha
- SMILES: CCCOC1=C(B(C)O)C(=O)C(P(=N)(O)O)=CC1=O.ClC(Cl)(Cl)Cl.ClC(Cl)(Cl)Cl.ClC(Cl)(Cl)Cl.ClC(Cl)(Cl)Cl.ClC(Cl)(Cl)Cl.ClC(Cl)(Cl)Cl
- Charge: 0

[7]
Formula: C16H15BiBrF4IN2
Source: the Open Molecules 2025 dataset
Level of theory: ωB97M-V/def2-TZVPD

```
40
C16H15BiBrF4IN2 ωB97M-V/def2-TZVPD
Bi 0.467 -1.445 -2.298
I 1.225 1.349 -2.110
Br 0.393 4.626 -2.313
F 0.494 -1.287 2.641
F 5.189 -0.778 -0.028
F 2.725 -0.763 3.966
F 2.962 -1.409 -1.413
N 0.522 -1.638 -0.217
N -1.805 -1.434 -1.748
C 4.058 -0.920 0.639
C -2.324 -0.153 -1.253
C 2.897 -1.228 -0.057
C 1.646 -1.376 0.559
C -0.922 3.897 1.571
C 0.000 1.831 0.760
C -0.043 3.791 -0.675
C -0.597 2.564 1.776
C -0.733 -2.065 0.403
C 1.644 -1.204 1.951
C -1.743 -2.447 -0.672
C 0.251 2.452 -0.447
C 4.026 -0.751 2.012
C -2.664 -1.907 -2.845
C 2.811 -0.911 2.656
C -0.646 4.506 0.359
H -2.306 0.606 -2.035
H 0.281 0.806 0.939
H -1.137 -1.267 1.036
H -1.740 0.206 -0.409
H -3.362 -0.275 -0.930
H -2.276 -2.827 -3.283
H -0.791 2.089 2.726
H -2.729 -2.570 -0.213
H -1.394 4.466 2.360
H 4.921 -0.503 2.563
H -0.878 5.548 0.204
H -1.457 -3.397 -1.132
H -2.737 -1.143 -3.620
H -0.556 -2.932 1.046
H -3.671 -2.106 -2.468
```

Output
- Lowest unoccupied orbital energy: -0.31241 Ha
- Energy relative to the best compared isomer or geometry (same formula, charge and spin): 0.00 kJ/mol
- Gap between HOMO and LUMO: 0.236 Ha
- Charge: +2

[8]
Formula: C16H15BrN4O5
Source: the Open Molecules 2025 dataset
Level of theory: ωB97M-V/def2-TZVPD

```
41
C16H15BrN4O5 ωB97M-V/def2-TZVPD
Br -6.621 1.220 -0.446
O 0.958 -1.454 -1.358
O 1.989 0.376 1.619
O -1.752 1.107 1.421
O 4.080 0.605 -2.415
O 1.486 -2.724 0.416
N -2.981 -0.503 0.359
N -2.066 -2.629 -0.101
N 3.086 0.154 -0.373
N 3.105 2.231 -1.103
C 3.484 0.980 -1.442
C 3.168 -1.284 -0.406
C -1.783 -0.036 1.017
C -0.922 -2.243 0.490
C 2.900 3.261 1.132
C -5.330 -1.314 -0.860
C -3.060 -1.785 -0.150
C -4.285 -2.174 -0.765
C 0.174 -3.276 0.442
C 1.745 -1.828 -0.532
C -0.762 -1.023 1.087
C -5.186 -0.010 -0.330
C 0.845 2.590 -0.187
C 2.316 2.288 0.112
C 2.418 0.845 0.595
C -4.022 0.362 0.260
H -4.329 -3.178 -1.152
H -3.842 1.340 0.688
H 3.752 -1.552 -1.292
H 0.155 -0.739 1.579
H 0.242 2.421 0.702
H -6.259 -1.601 -1.327
H 2.777 4.286 0.790
H 3.958 3.062 1.283
H 0.729 3.623 -0.507
H 0.148 -3.903 1.336
H 3.182 3.002 -1.743
H 0.483 1.932 -0.976
H 2.380 3.136 2.078
H 3.633 -1.668 0.504
H 0.009 -3.899 -0.444
```

Output
- Lowest unoccupied orbital energy: -0.00559 Ha
- Gap between HOMO and LUMO: 0.305 Ha
- SMILES: CC1(C)NC(=O)N(CC(=O)OCc2cc(=O)n3cc(Br)ccc3n2)C1=O
- Charge: 0